The following is a quantum chemistry calculation of C43H32BrN4PS2Y as an isolated structure, from the OMol25 dataset.

ORCA input file:
```
! RIJCOSX wB97M-V def2-TZVPD def2/J DEFGRID3
* xyz 3 1
Y 0.7703 -0.8500 -0.1651
N 2.8560 -0.6379 -1.6041
C 3.5870 0.6176 -1.3881
C 4.9710 0.6170 -1.3930
C 5.6483 1.8120 -1.1829
C 4.9456 2.9925 -0.9823
C 3.5599 2.9861 -0.9897
C 2.8640 1.7948 -1.1910
P 1.0624 1.6929 -1.1433
C 0.3984 3.1607 -0.3611
C 0.2634 3.1769 1.0280
C -0.2094 4.3116 1.6656
C -0.5590 5.4280 0.9152
C -0.4288 5.4164 -0.4671
C 0.0512 4.2852 -1.1091
C 0.4719 1.6112 -2.8489
C 1.3481 1.5153 -3.9289
C 0.8478 1.4305 -5.2223
C -0.5213 1.4560 -5.4405
C -1.4003 1.5676 -4.3678
C -0.9086 1.6331 -3.0748
H 2.5661 -0.6872 -2.5848
H 3.5050 -1.4138 -1.4835
H 5.5224 -0.2978 -1.5695
H 6.7294 1.8177 -1.1860
H 5.4785 3.9181 -0.8186
H 3.0146 3.9074 -0.8271
H 0.5369 2.3109 1.6262
H -0.3062 4.3305 2.7419
H -0.9362 6.3116 1.4110
H -0.6962 6.2903 -1.0437
H 0.1523 4.2820 -2.1877
H 2.4203 1.5452 -3.7730
H 1.5276 1.3729 -6.0605
H -0.9061 1.4172 -6.4501
H -2.4657 1.6316 -4.5438
H -1.5977 1.7765 -2.2482
S -6.4928 -0.9767 -1.5247
C -6.7980 -1.0599 -3.1957
C -5.6484 -1.0919 -3.9305
C -4.4945 -1.0659 -3.1104
C -4.8000 -1.0164 -1.7720
C -3.8675 -0.9976 -0.6446
C -2.4830 -0.9067 -0.8758
N -1.5701 -0.8893 0.0852
C -1.9705 -0.9535 1.3872
C -3.3230 -1.0441 1.7226
C -3.7100 -1.1200 3.1095
C -2.7837 -1.0911 4.0865
C -1.3818 -0.9681 3.7706
C -0.3904 -0.9115 4.7598
C 0.9487 -0.7622 4.4348
C 1.2413 -0.6666 3.0651
N 0.3302 -0.7389 2.1001
C -0.9819 -0.8944 2.4337
C 2.0119 -0.6942 5.4350
C 1.8730 -0.6789 6.7965
C 3.1185 -0.6161 7.4718
C 4.1729 -0.5910 6.6103
S 3.6674 -0.6126 4.9805
C -4.2610 -1.0665 0.6795
H -7.8147 -1.0754 -3.5525
H -5.6302 -1.1452 -5.0074
H -3.4916 -1.1006 -3.5110
H -2.1120 -0.8362 -1.8921
H -4.7622 -1.2010 3.3453
H -3.0757 -1.1508 5.1257
H -0.6938 -0.9874 5.7960
H 2.2702 -0.5243 2.7443
H 0.9267 -0.7114 7.3150
H 3.2245 -0.5970 8.5442
H 5.2232 -0.5490 6.8455
H -5.3108 -1.1453 0.9376
Br 2.5099 -3.2069 0.8792
C 1.2642 -4.0319 -0.3060
C 1.2277 -5.4062 -0.4110
C 0.2997 -5.9326 -1.3001
C -0.5289 -5.0812 -2.0197
C -0.4079 -3.7198 -1.8325
N 0.4895 -3.1887 -0.9792
H 1.8888 -6.0326 0.1690
H 0.2285 -7.0052 -1.4262
H -1.2603 -5.4639 -2.7164
H -1.0352 -3.0237 -2.3741
*
```

Computed properties:
- Molar mass: 868.7 g/mol
- Energy above the lowest of the compared OMol25 structures with the same formula, charge and spin: 4.53 kcal per mole
- Orbital gap: 6.224 eV
- Strongest force on any atom: 0.98 eV/A